1.
12
Properties=species:S:1:pos:R:3 method="wB97M-V/def2-TZVPD" energy_ha=-549.837463 lumo_ev="-1.36 / -1.36" homo_lumo_gap_ha="0.13444 / 0.14000" de_lowest_kj_mol=542.5 spin_multiplicity=2
H -2.15 -1.66 -0.30
C -1.24 -1.06 -0.49
C -0.13 -1.60 0.36
O 1.13 -1.01 0.41
C 1.89 -0.52 -0.70
O 1.76 0.93 -0.40
Mg 0.08 1.00 0.77
O -1.47 0.30 -0.21
H -1.02 -1.18 -1.58
H -0.06 -2.68 0.49
H 2.32 1.46 -0.97
Li -2.91 1.29 -0.38

2.
6
Properties=species:S:1:pos:R:3 method="wB97M-V/def2-TZVPD" energy_ha=-448.668848 lumo_ev=-1.08 homo_lumo_gap_ha=0.38150 de_lowest_kj_mol=0.0
Rb 1.09 -1.28 -2.15
B -0.22 0.26 0.45
F -0.34 1.35 1.31
F -0.80 0.58 -0.82
F 1.15 -0.04 0.26
F -0.88 -0.88 0.95

3.
27
Properties=species:S:1:pos:R:3 method="wB97M-V/def2-TZVPD" energy_ha=-687.861416 lumo_ev=-0.15 homo_lumo_gap_ha=0.37528 de_lowest_kj_mol=431.6 smiles=O.O.O.O.O.O.O.O.O
O -0.23 -1.45 -0.62
H 0.29 -2.23 -0.37
H 0.24 -0.71 -0.22
O 1.18 1.51 -2.61
H 1.04 2.42 -2.31
H 1.52 1.61 -3.51
O -1.00 -3.20 3.22
H -0.21 -2.66 3.23
H -0.96 -3.67 2.38
O -0.80 1.69 -3.27
H -1.60 1.91 -3.76
H -0.67 2.44 -2.69
O -2.39 -0.23 0.21
H -1.51 -0.11 0.59
H -2.51 0.55 -0.34
O 1.56 3.15 0.12
H 1.23 3.67 0.86
H 2.03 3.80 -0.43
O 3.18 -0.44 3.21
H 4.11 -0.46 2.99
H 2.90 -1.36 3.13
O -1.54 -3.03 -3.20
H -2.31 -2.45 -3.29
H -0.90 -2.49 -2.73
O -0.80 0.60 3.52
H -1.59 0.90 3.06
H -0.24 0.25 2.83

4.
60
Properties=species:S:1:pos:R:3 method="wB97M-V/def2-TZVPD" energy_ha=-3744.261607 lumo_ev="-7.23 / -7.22" homo_lumo_gap_ha="0.15485 / 0.24622" de_lowest_kj_mol=0.0 spin_multiplicity=2 total_charge=+2
Ir 0.21 -0.03 -0.28
C -0.52 -4.23 -0.76
C -0.52 -2.76 -0.46
N 0.40 -1.91 -0.92
C 1.63 -2.25 -1.62
C 2.14 -0.99 -2.35
N 1.84 0.31 -1.66
C 3.02 0.91 -0.99
C 3.27 0.21 0.33
N 2.06 0.30 1.18
C 1.91 1.61 1.88
C 0.72 2.44 1.35
N -0.32 1.47 1.05
C -1.33 1.22 1.84
C -1.73 2.08 2.99
C -1.95 -0.10 1.62
C -3.09 -0.64 2.16
C -3.44 -1.97 1.82
C -2.65 -2.73 0.97
C -1.49 -2.17 0.43
N -1.19 -0.86 0.79
H 0.50 -4.61 -0.88
H -1.06 -4.43 -1.69
H -0.99 -4.79 0.04
H 1.48 -3.05 -2.35
H 2.37 -2.60 -0.90
H 1.70 -0.93 -3.35
H 3.22 -1.08 -2.50
H 1.57 0.96 -2.40
H 2.79 1.97 -0.82
H 3.90 0.86 -1.62
H 4.14 0.65 0.82
H 3.49 -0.85 0.17
H 2.07 -0.44 1.86
H 2.82 2.19 1.79
H 1.76 1.40 2.94
H 0.98 2.97 0.43
H 0.42 3.18 2.10
H -1.87 3.12 2.67
H -0.97 2.07 3.77
H -2.66 1.73 3.44
H -3.71 -0.07 2.84
H -4.35 -2.40 2.23
H -2.93 -3.75 0.72
C -1.21 0.44 -1.70
H -1.62 1.37 -1.30
H -0.69 0.63 -2.64
Se -3.99 -0.04 -1.20
N -2.31 -0.46 -1.92
C -2.41 -1.48 -2.77
C -1.41 -2.01 -3.59
C -1.72 -3.08 -4.37
C -3.03 -3.65 -4.37
C -4.02 -3.15 -3.60
C -3.74 -2.03 -2.76
N -4.66 -1.41 -1.99
H -0.42 -1.57 -3.61
H -0.97 -3.50 -5.02
H -3.23 -4.49 -5.02
H -5.02 -3.55 -3.61

5.
41
Properties=species:S:1:pos:R:3 method="wB97M-V/def2-TZVPD" energy_ha=-1102.452973 lumo_ev=0.44 homo_lumo_gap_ha=0.31748 de_lowest_kj_mol=69.7 smiles="NC(=O)C[C@H](NC(=O)[C@@H](N)Cc1c[nH]c2ccccc12)C(=O)O"
N -6.03 0.08 -0.89
C -5.25 -1.01 -0.83
O -5.75 -2.13 -0.96
C -3.80 -0.87 -0.47
C -3.22 0.56 -0.48
N -1.74 0.52 -0.50
C -1.01 -0.21 0.36
O -1.39 -0.71 1.43
C 0.40 -0.51 -0.16
N 0.75 0.32 -1.32
C 1.41 -0.39 1.06
C 2.82 -0.70 0.71
C 3.34 -1.97 0.74
N 4.66 -1.98 0.33
C 5.00 -0.65 -0.02
C 6.18 -0.16 -0.58
C 6.20 1.20 -0.88
C 5.12 2.03 -0.64
C 3.96 1.54 -0.02
C 3.85 0.16 0.26
C -3.75 1.44 0.73
O -4.57 2.33 0.52
O -3.26 1.11 1.95
H -5.74 1.03 -0.80
H -7.05 -0.03 -1.10
H -3.60 -1.37 0.46
H -3.25 -1.51 -1.19
H -3.55 1.13 -1.37
H -1.16 0.86 -1.27
H 0.41 -1.57 -0.51
H 1.20 1.22 -1.10
H 1.44 -0.21 -1.86
H 1.33 0.69 1.31
H 1.10 -1.04 1.88
H 2.84 -2.91 1.01
H 5.17 -2.80 0.04
H 7.02 -0.75 -0.80
H 7.15 1.60 -1.35
H 5.13 3.09 -0.92
H 3.16 2.25 0.20
H -2.73 0.30 1.83

6.
22
Properties=species:S:1:pos:R:3 method="wB97M-V/def2-TZVPD" energy_ha=-458.493728 lumo_ev="-5.41 / -6.11" homo_lumo_gap_ha="0.26686 / 0.23913" de_lowest_kj_mol=883.8 total_charge=+1
C 3.10 0.71 -0.06
C 3.11 -0.68 -0.09
C 1.90 1.38 0.09
C 1.94 -1.45 0.03
C -0.64 0.99 0.12
C 0.68 0.76 0.12
C 0.71 -0.79 0.13
C -2.12 -0.36 -1.24
C -2.26 -0.19 1.19
N -0.49 -1.30 0.11
N -1.35 -0.23 -0.02
H 4.06 1.31 -0.09
H 4.08 -1.12 -0.26
H 1.87 2.46 0.20
H 2.04 -2.57 -0.01
H -2.45 2.66 0.50
H -1.32 -0.36 -2.00
H -2.82 -1.08 -1.49
H -2.62 0.57 -1.46
H -2.35 0.78 1.63
H -3.19 -0.53 0.69
H -1.86 -0.94 1.89

7.
17
Properties=species:S:1:pos:R:3 method="wB97M-V/def2-TZVPD" energy_ha=-833.583391 lumo_ev="-16.28 / -16.57" homo_lumo_gap_ha="0.20043 / 0.18969" de_lowest_kj_mol=159.5 spin_multiplicity=2 total_charge=+3
C -0.52 -2.81 4.11
C -0.22 -2.03 2.82
O -0.41 -0.82 2.78
O -0.34 -4.00 4.12
H -0.83 -2.21 4.98
H 0.38 -2.56 2.06
C 0.15 0.84 -1.40
C -0.63 1.24 -2.76
O 0.40 1.87 -3.46
C 1.41 2.25 -2.66
O 1.25 1.71 -1.43
O 2.27 3.01 -2.95
O -0.52 0.88 -0.32
H -1.43 1.94 -2.48
H -0.99 0.36 -3.30
In -0.48 0.56 1.51
H 0.50 -0.24 -1.62

8.
24
Properties=species:S:1:pos:R:3 method="wB97M-V/def2-TZVPD" energy_ha=-426.210546 lumo_ev="0.96 / -2.14" homo_lumo_gap_ha="0.19356 / 0.26842" de_lowest_kj_mol=358.7 spin_multiplicity=3
C -0.10 1.14 -1.06
C -0.50 2.25 -0.85
C -1.39 -1.12 0.64
C -0.04 -0.49 -0.75
C 0.11 -0.88 0.73
C -0.89 3.61 -0.76
C 0.78 -1.04 -1.98
C 0.63 0.07 1.73
C 0.85 -2.18 0.96
O -1.33 -0.97 -0.77
H -1.78 -2.02 0.97
H -2.10 -0.25 1.08
H -0.22 4.12 -0.16
H -1.84 3.75 -0.52
H -0.54 4.01 -1.66
H 0.74 -2.10 -1.99
H 1.75 -0.64 -1.97
H 0.44 -0.70 -2.85
H -0.09 0.77 2.07
H 1.44 0.74 1.50
H 0.99 -0.50 2.59
H 1.90 -2.12 1.05
H 0.61 -2.89 0.17
H 0.58 -2.58 1.83